# 1
Computed, not measured: C24H28NO2Pb as an isolated structure, with ωB97M-V/def2-TZVPD.

Geometry (Å):
C  -0.6391  -1.4004  1.5408
C  -1.7835  -0.6689  1.1320
C  -2.1660  -1.1033  -0.1472
H  -2.2299  0.1661  1.6803
C  -1.2997  -2.1584  -0.5397
C  -0.3396  -2.3356  0.5204
H  -1.5193  -2.8951  -1.3250
C  1.1329  1.7949  0.9110
C  -0.1937  1.9185  1.4774
C  -1.0425  2.5087  0.5259
H  -0.4922  1.5511  2.4510
C  -0.2722  2.7177  -0.6350
C  1.0780  2.3223  -0.4014
H  -2.9865  -0.6929  -0.7392
H  0.3796  -3.1615  0.6050
H  -0.0719  -1.2345  2.4599
H  1.8667  2.3018  -1.1753
H  -2.1392  2.6520  0.5426
H  2.0343  1.4224  1.3931
Pb  0.9021  -1.0905  -2.4479
C  -0.8469  2.9169  -2.0184
C  -0.0198  3.9165  -2.7699
C  -2.2877  3.3726  -2.0443
H  -0.0077  4.8490  -2.1919
H  -0.4799  4.1472  -3.7309
H  1.0114  3.6205  -2.9522
H  -2.3988  4.2782  -1.4364
H  -2.9526  2.5945  -1.6722
H  -2.5520  3.5884  -3.0865
C  -0.7312  1.4661  -2.5270
C  -0.4528  0.8604  -3.8848
H  -1.5686  0.9530  -2.0291
H  0.2697  1.1750  -2.0190
O  0.7814  0.4231  -4.0954
N  -1.6437  0.5426  -4.5539
C  -2.0589  -0.8455  -4.4014
H  -1.7923  0.8384  -5.5092
C  -3.4028  -1.0250  -3.7959
C  -3.6273  -2.3366  -3.3990
H  -2.8631  -3.0820  -3.6470
C  -4.7952  -2.6582  -2.7469
H  -4.9501  -3.6874  -2.4408
C  -5.7291  -1.6426  -2.4800
H  -6.6238  -1.8749  -1.8981
C  -5.4682  -0.3122  -2.8386
H  -6.1845  0.4651  -2.5839
C  -4.2740  0.0248  -3.4928
H  -4.0379  1.0476  -3.7879
H  -1.3674  -1.4878  -3.7873
H  -1.9613  -1.3413  -5.3789
C  2.9017  -1.2374  0.9809
C  2.8129  -1.2291  -0.4913
O  3.6172  -1.0094  -1.3792
H  1.9579  -0.8144  1.3104
H  3.7368  -0.6293  1.3457
H  2.9875  -2.2579  1.3569

**Total charge**: -1
**Orbital gap (alpha / beta)**: 0.160 / 0.207 Eh
**LUMO (alpha / beta)**: 0.0557 / 0.0920 Eh

---

# 2
Computed, not measured: C24H29AgBF5NOS2 as an isolated structure, with ωB97M-V/def2-TZVPD.

Geometry (Å):
C  1.6327  -1.3278  4.2537
C  0.7820  -2.6003  3.6655
S  0.7230  -2.5205  1.7573
C  -0.8139  -1.5070  1.4139
N  -1.0299  -1.1325  -0.0349
C  -1.0980  0.3745  -0.1002
C  -2.5920  1.0507  0.2278
C  -2.8325  2.6726  0.2492
C  -4.3326  3.2118  0.6341
F  -5.2922  2.1599  0.1290
C  -4.5132  3.1907  2.2879
C  -3.7609  4.4334  3.0503
C  -1.6039  3.7094  -0.0762
B  -1.6939  5.3512  -0.0657
C  -0.2342  6.1612  0.0925
O  -2.9169  6.1707  -0.1736
C  -0.1099  3.0394  -0.4096
C  0.1339  1.4086  -0.4103
S  1.8470  0.6345  -0.7348
C  1.4269  -1.0641  -1.4181
C  2.5280  -1.7599  -2.4435
C  3.9350  -1.0757  -2.9347
C  5.1661  -2.1564  -3.1809
C  6.6189  -1.6350  -2.5583
F  6.5971  -2.0079  -1.1191
F  6.8493  -0.1755  -2.7913
F  7.6625  -2.5009  -3.2002
C  2.1910  -3.2698  -3.0522
C  0.7851  -3.9872  -2.5884
C  -0.3171  -3.2557  -1.5668
C  -1.6867  -4.0912  -1.2278
C  -1.7948  -4.6373  0.3206
F  -1.7914  -5.3076  -2.1039
C  0.0002  -1.7282  -0.9641
H  2.3384  -0.9593  3.3650
H  2.3120  -1.6310  5.1570
H  0.9549  -0.3994  4.5725
H  1.1107  -3.6490  4.0677
H  -0.3485  -2.4311  4.0062
H  -0.6797  -0.4808  2.0083
H  -1.7703  -2.0241  1.9002
H  -3.4857  0.3229  0.4863
H  -4.6345  4.2316  0.1464
H  -5.6649  3.2832  2.5502
H  -4.0993  2.1953  2.7748
H  -3.7576  5.4475  2.4614
H  -4.3418  4.6362  4.0735
H  -2.6533  4.1482  3.3923
H  0.3487  5.9138  -0.9197
H  0.3854  5.6962  0.9795
H  -0.3850  7.3194  0.1590
H  -2.8684  6.8333  -0.9252
H  0.8499  3.7026  -0.6601
H  3.7160  -0.6047  -4.0093
H  4.2805  -0.1533  -2.2682
H  4.9635  -3.2191  -2.7311
H  5.3475  -2.2492  -4.3532
H  2.9616  -3.7772  -3.8018
H  0.5709  -5.0615  -3.0606
H  -2.6018  -3.3992  -1.5530
H  -2.3630  -5.6859  0.3737
H  -0.7389  -4.8368  0.8224
H  -2.4471  -3.8488  0.9110
Ag  2.2351  -5.1477  -4.8524

**<S²>**: 0.88
**Total charge**: +2
**Multiplicity**: 2
**Orbital gap (alpha / beta)**: 0.198 / 0.163 Eh
**LUMO (alpha / beta)**: -0.3005 / -0.3342 Eh

---

# 3
Computed, not measured: C24H29BN9O2RuS3 as an isolated structure, with ωB97M-V/def2-TZVPD.

Geometry (Å):
Ru  -0.3280  1.2511  1.2111
C  -1.0828  1.8494  -4.2897
C  -1.5377  3.0569  -3.4859
N  -2.3736  2.7369  -2.3393
C  -1.9409  2.3207  -1.1341
S  -0.2071  2.2527  -0.8403
N  -2.8668  2.0509  -0.2401
N  -2.3144  1.7913  0.9770
C  -3.0244  1.9155  2.0478
C  -4.4759  2.2629  2.0582
C  -2.2747  1.7258  3.2938
C  -2.8563  1.7977  4.5526
C  -2.0670  1.6109  5.6732
C  -0.7140  1.3578  5.5156
C  -0.1890  1.3003  4.2380
N  -0.9486  1.4932  3.1577
H  -0.4803  2.1749  -5.1394
H  -1.9345  1.2842  -4.6724
H  -0.4755  1.1907  -3.6709
H  -2.1165  3.7396  -4.1097
H  -0.6722  3.6147  -3.1285
H  -3.3691  2.6599  -2.4761
H  -4.8023  2.4972  1.0504
H  -4.6688  3.1179  2.7081
H  -5.0610  1.4189  2.4311
H  -3.9157  1.9871  4.6447
H  -2.5073  1.6522  6.6606
H  -0.0669  1.1906  6.3643
H  0.8525  1.0778  4.0416
O  3.3856  -1.4892  -1.5979
C  2.2970  -0.9810  -1.4641
O  1.9432  -0.0872  -0.5612
C  1.1615  -1.3602  -2.3987
C  1.4698  -2.1517  -3.5011
C  0.4453  -2.5350  -4.3464
C  -0.8470  -2.1164  -4.0606
C  -1.0481  -1.3268  -2.9393
N  -0.0717  -0.9527  -2.1172
H  2.4968  -2.4478  -3.6592
H  0.6479  -3.1479  -5.2154
H  -1.6804  -2.3880  -4.6951
H  -2.0426  -0.9677  -2.6886
C  4.3362  1.8891  -0.4561
N  4.1564  0.6407  0.2273
C  5.1571  -0.2402  0.6495
C  4.5575  -1.2331  1.3106
N  3.1831  -1.0046  1.3421
B  2.1464  -1.8204  2.0989
N  1.1021  -2.4412  1.0505
C  1.3726  -3.5215  0.2480
C  0.2315  -3.8881  -0.3794
N  -0.7383  -3.0014  0.0285
C  -2.1364  -3.0654  -0.3452
C  -0.1762  -2.1180  0.8917
S  -1.1439  -0.8850  1.6392
C  2.9193  0.1619  0.6370
S  1.8861  1.3766  1.6327
H  5.3440  1.9228  -0.8665
H  4.1940  2.7457  0.2107
H  3.6296  1.9798  -1.2839
H  6.1915  -0.0651  0.4154
H  4.9766  -2.0940  1.8001
H  2.6800  -2.7490  2.6558
H  1.4635  -1.1657  2.8488
H  2.3645  -3.9341  0.1954
H  0.0201  -4.6794  -1.0761
H  -2.2161  -3.6034  -1.2872
H  -2.5216  -2.0563  -0.4634
H  -2.7176  -3.5788  0.4209

**<S²>**: 0.77
**Multiplicity**: 2
**Orbital gap (alpha / beta)**: 0.197 / 0.201 Eh
**LUMO (alpha / beta)**: -0.0256 / -0.0212 Eh

---

# 4
Computed, not measured: C24H29BN9O2RuS3 as an isolated structure, with ωB97M-V/def2-TZVPD.

Geometry (Å):
Ru  -0.4793  -0.1215  -0.0220
C  4.6451  -0.9483  3.3713
C  3.5663  -2.0098  3.2108
N  3.0102  -2.0735  1.8673
C  2.1071  -1.1820  1.3886
S  1.3683  -1.5909  -0.1331
N  1.9111  -0.0861  2.0471
N  0.8741  0.6645  1.5359
C  0.9626  1.9239  1.7626
C  2.1453  2.5431  2.4339
C  -0.1817  2.7287  1.3090
C  -0.5193  3.9536  1.8684
C  -1.6488  4.6043  1.4047
C  -2.3978  4.0196  0.3960
C  -1.9869  2.7981  -0.1055
N  -0.9025  2.1718  0.3451
H  4.9592  -0.8873  4.4144
H  4.2547  0.0230  3.0716
H  5.5165  -1.1826  2.7578
H  2.7542  -1.8234  3.9166
H  3.9813  -2.9956  3.4219
H  3.1143  -2.9168  1.3316
H  3.0548  2.1179  2.0125
H  2.1526  2.3146  3.5021
H  2.1558  3.6224  2.2977
H  0.0741  4.3653  2.6727
H  -1.9415  5.5574  1.8260
H  -3.2919  4.4912  0.0138
H  -2.5271  2.3018  -0.8997
O  -4.3998  -0.3101  1.7562
C  -3.2168  -0.4597  1.4746
O  -2.4813  0.3457  0.8204
C  -2.5096  -1.7094  1.9229
C  -3.1885  -2.6607  2.6674
C  -2.5281  -3.8152  3.0354
C  -1.2126  -3.9758  2.6318
C  -0.6116  -2.9776  1.8872
N  -1.2399  -1.8488  1.5383
H  -4.2186  -2.4612  2.9246
H  -3.0279  -4.5792  3.6173
H  -0.6499  -4.8658  2.8791
H  0.4049  -3.0875  1.5465
C  3.7144  0.2659  -1.5966
N  2.7793  -0.2466  -2.5813
C  3.0674  -1.2089  -3.5189
C  1.9390  -1.3900  -4.2408
N  0.9788  -0.5293  -3.7651
B  -0.3195  -0.2731  -4.6225
N  -1.5279  0.2873  -3.8104
C  -2.3070  1.3058  -4.3138
C  -3.4475  1.3624  -3.5919
N  -3.3515  0.3790  -2.6284
C  -4.4080  0.0213  -1.6851
C  -2.1591  -0.2424  -2.7594
S  -1.5731  -1.5007  -1.7309
C  1.4905  0.1372  -2.7290
S  0.6784  1.2783  -1.7053
H  4.2966  -0.5587  -1.1901
H  3.1497  0.7366  -0.7973
H  4.3781  1.0000  -2.0533
H  4.0303  -1.6840  -3.5762
H  1.7361  -2.0484  -5.0660
H  -0.6083  -1.3394  -5.1158
H  -0.0715  0.5774  -5.4500
H  -1.9790  1.9022  -5.1451
H  -4.3117  1.9968  -3.6752
H  -5.3273  0.4987  -2.0163
H  -4.1637  0.3523  -0.6804
H  -4.5349  -1.0580  -1.6755

**<S²>**: 0.76
**Multiplicity**: 2
**Orbital gap (alpha / beta)**: 0.276 / 0.275 Eh
**LUMO (alpha / beta)**: -0.0014 / -0.0057 Eh

---

no.,DFT total energy (Ha)
1,-1329.166702
2,-2528.021469
3,-2889.631163
4,-2889.692390